#a
Here is a 2-piece molecular cluster, C3H10NO2S overall from OMol25. Energies are from wB97M-V/def2-TZVPD.

Values from the calculation:
E_LUMO in hartree: -0.1560
HOMO-LUMO gap in Eh: 0.3391
HOMO level in eV: -13.4703

Structure (ORCA input):
```
! RIJCOSX wB97M-V def2-TZVPD def2/J DEFGRID3
* xyz 1 1
C -1.778 1.079 0.260
C -1.837 -0.327 0.966
C 3.085 -1.157 0.514
N 2.501 -0.039 0.240
O -0.507 1.305 -0.503
O 0.531 -1.195 -0.269
S -0.945 -1.560 -0.086
H -1.849 1.840 0.997
H -2.527 1.048 -0.607
H -2.884 -0.711 1.035
H -1.437 -0.469 1.978
H 4.206 -1.094 0.756
H 2.539 -2.101 0.573
H 3.002 0.852 -0.091
H -1.398 -0.946 -1.293
H 1.459 -0.044 -0.053
H -0.402 2.302 -0.530
*
```

***

#b
Here is a 2-piece molecular cluster, C3H10NO2S overall from OMol25. Energies are from wB97M-V/def2-TZVPD.

Values from the calculation:
E_LUMO in hartree: -0.1366
HOMO-LUMO gap in Eh: 0.3459
HOMO level in eV: -13.1291

Structure (ORCA input):
```
! RIJCOSX wB97M-V def2-TZVPD def2/J DEFGRID3
* xyz 1 1
O -1.121 1.742 0.016
C -0.178 1.172 -0.444
C 0.266 -0.201 0.075
C 1.682 -0.244 0.569
S 2.626 0.547 -0.802
N -0.684 -0.649 1.194
H 0.430 1.607 -1.194
H 0.144 -0.958 -0.880
H 1.976 -1.322 0.709
H 2.078 0.315 1.481
H 3.896 0.482 -0.466
H -0.358 -1.493 1.795
H -1.633 -1.006 0.817
H -0.716 0.203 1.839
H -3.295 0.428 -1.196
H -2.556 -0.478 -2.197
O -2.558 -0.144 -1.318
*
```

***

#b wins, 28.8 kcal/mol ahead of the next structure.

***

#a
Here is C4H4O in the gas phase from OMol25. Energies are from wB97M-V/def2-TZVPD.

Values from the calculation:
E_LUMO in hartree: 0.0398
HOMO-LUMO gap in Eh: 0.4096
Structure (SMILES): C#C[C@H]1CO1
HOMO level in eV: -10.0641

Structure (ORCA input):
```
! RIJCOSX wB97M-V def2-TZVPD def2/J DEFGRID3
* xyz 0 1
C -0.562 0.201 -2.201
C -0.403 -0.074 -1.040
C -0.214 -0.482 0.340
C 0.664 0.253 1.261
O -0.743 0.335 1.376
H -0.715 0.459 -3.227
H -0.361 -1.547 0.524
H 1.148 1.172 0.936
H 1.186 -0.318 2.031
*
```

***

#b
Here is C4H4O in the gas phase from OMol25. Energies are from wB97M-V/def2-TZVPD.

Values from the calculation:
E_LUMO in hartree: -0.0154
HOMO-LUMO gap in Eh: 0.3715
HOMO level in eV: -10.5287

Structure (ORCA input):
```
! RIJCOSX wB97M-V def2-TZVPD def2/J DEFGRID3
* xyz 0 1
C 1.334 -0.230 -0.030
C 2.189 0.296 -0.861
C -0.039 0.240 -0.480
C -1.126 -0.090 0.423
O -0.686 1.253 0.273
H 1.504 -0.876 0.838
H -0.233 0.307 -1.554
H -0.849 -0.549 1.371
H -2.095 -0.353 0.021
*
```

***

#a wins, 48.7 kcal/mol ahead of the next structure.

***

#a
Here is C4H4O as an isolated structure from OMol25. Energies are from wB97M-V/def2-TZVPD.

Values from the calculation:
E_LUMO in hartree: 0.0300
HOMO-LUMO gap in Eh: 0.3143
HOMO level in eV: -7.7381

Structure (ORCA input):
```
! RIJCOSX wB97M-V def2-TZVPD def2/J DEFGRID3
* xyz 0 1
C -1.439 0.264 0.120
C 0.744 0.022 -0.652
C 0.159 -0.946 0.234
C -0.147 0.593 0.453
O -2.481 -0.131 -0.138
H 1.880 0.156 -0.566
H 0.385 0.174 -1.729
H 0.553 -1.449 1.141
H 0.345 1.318 1.138
*
```

***

#b
Here is C4H4O as an isolated structure from OMol25. Energies are from wB97M-V/def2-TZVPD.

Values from the calculation:
E_LUMO in hartree: -0.0226
HOMO-LUMO gap in Eh: 0.2986
HOMO level in eV: -8.7401

Structure (ORCA input):
```
! RIJCOSX wB97M-V def2-TZVPD def2/J DEFGRID3
* xyz 0 1
C 0.183 1.151 2.360
C 0.006 0.475 1.392
C -0.398 -0.443 0.435
C -0.062 -0.541 -1.558
O 0.663 -0.632 -0.410
H 0.375 1.761 3.207
H -1.134 -0.756 -1.186
H 0.177 0.383 -2.062
H 0.188 -1.399 -2.178
*
```

***

#a wins, 42.7 kcal/mol ahead of the next structure.

***

#a
Here is C4H12OP2 in the gas phase from OMol25. Energies are from wB97M-V/def2-TZVPD.

Values from the calculation:
E_LUMO in hartree: 0.0220
HOMO-LUMO gap in Eh: 0.2905
Structure (SMILES): CCOC(C)=[PH2]P
HOMO level in eV: -7.3047

Structure (ORCA input):
```
! RIJCOSX wB97M-V def2-TZVPD def2/J DEFGRID3
* xyz 0 1
C -1.037 -2.387 -0.623
C -0.542 -1.334 0.363
O -0.983 -0.082 -0.087
C -0.443 1.001 0.562
C -1.348 2.228 0.093
P 1.323 1.429 -0.151
P 2.981 -0.126 -0.056
H -0.395 -2.541 -1.462
H -1.314 -3.272 -0.150
H -1.830 -1.962 -1.140
H 0.559 -1.286 0.385
H -0.939 -1.573 1.362
H -2.112 2.175 0.888
H -1.681 1.916 -0.854
H -0.830 3.133 0.116
H 2.106 2.179 -0.995
H 1.855 1.992 1.007
H 2.589 -0.508 1.284
H 2.039 -0.982 -0.543
*
```

***

#b
Here is C4H12OP2 in the gas phase from OMol25. Energies are from wB97M-V/def2-TZVPD.

Values from the calculation:
E_LUMO in hartree: 0.0367
HOMO-LUMO gap in Eh: 0.3803
Structure (SMILES): CC(C)OC(P)P
HOMO level in eV: -9.3494

Structure (ORCA input):
```
! RIJCOSX wB97M-V def2-TZVPD def2/J DEFGRID3
* xyz 0 1
C 1.894 0.247 -1.225
C 0.962 -0.271 -0.103
C 1.748 -0.399 1.188
O -0.150 0.541 0.192
C -1.585 0.227 -0.445
P -2.111 -1.654 -0.444
P -2.616 1.492 0.450
H 1.557 -0.225 -2.121
H 1.713 1.270 -1.319
H 2.833 0.039 -1.028
H 0.575 -1.340 -0.543
H 1.922 0.565 1.465
H 2.682 -1.013 1.150
H 1.216 -0.838 1.918
H -1.508 0.652 -1.432
H -1.644 -1.914 0.940
H -3.511 -1.602 -0.205
H -2.074 2.517 -0.110
H -1.901 1.705 1.674
*
```

***

#b wins, 31.2 kcal/mol ahead of the next structure.

***

#a
Here is C5H5NS2 in the gas phase from OMol25. Energies are from wB97M-V/def2-TZVPD.

Values from the calculation:
E_LUMO in hartree: 0.0183
HOMO-LUMO gap in Eh: 0.3696
Structure (SMILES): C#C[C@H](S)[C@@H](S)C#N
HOMO level in eV: -9.5591

Structure (ORCA input):
```
! RIJCOSX wB97M-V def2-TZVPD def2/J DEFGRID3
* xyz 0 1
C -0.916 1.156 2.176
C -0.404 0.406 1.383
C 0.232 -0.443 0.329
S 2.065 -0.146 0.241
C -0.466 -0.249 -1.051
S -0.117 1.380 -1.711
C -0.066 -1.279 -2.040
N 0.362 -2.164 -2.645
H -1.401 1.840 2.839
H 0.224 -1.499 0.607
H 2.319 -0.681 1.419
H -1.491 -0.389 -0.969
H -0.340 2.069 -0.577
*
```

***

#b
Here is C5H5NS2 in the gas phase from OMol25. Energies are from wB97M-V/def2-TZVPD.

Values from the calculation:
E_LUMO in hartree: 0.0104
HOMO-LUMO gap in Eh: 0.3443
Structure (SMILES): N#C[C@]1(S)C=CSC1
HOMO level in eV: -9.0877

Structure (ORCA input):
```
! RIJCOSX wB97M-V def2-TZVPD def2/J DEFGRID3
* xyz 0 1
N 2.064 -1.995 -0.357
C 1.654 -0.817 -0.290
C 0.708 0.190 -0.006
S 1.408 1.913 -0.240
C -0.046 -0.048 1.252
C -1.345 -0.050 1.029
S -2.003 0.226 -0.635
C -0.373 -0.194 -1.137
H 0.201 2.278 0.176
H 0.515 -0.438 1.989
H -2.236 -0.181 1.707
H -0.192 -1.333 -1.473
H -0.354 0.447 -2.013
*
```

***

#c
Here is C5H5NS2 in the gas phase from OMol25. Energies are from wB97M-V/def2-TZVPD.

Values from the calculation:
E_LUMO in hartree: 0.0184
HOMO-LUMO gap in Eh: 0.3461
Structure (SMILES): N#C[C@]1(S)C=CSC1
HOMO level in eV: -8.9168

Structure (ORCA input):
```
! RIJCOSX wB97M-V def2-TZVPD def2/J DEFGRID3
* xyz 0 1
N 2.699 -1.569 -0.141
C 1.754 -0.913 -0.062
C 0.534 -0.106 0.038
S 1.090 1.660 -0.029
C -0.233 -0.361 1.322
C -1.556 -0.358 1.166
S -2.119 -0.133 -0.486
C -0.440 -0.476 -1.104
H -0.170 2.185 0.108
H 0.274 -0.482 2.249
H -2.275 -0.432 1.988
H -0.370 -1.526 -1.285
H -0.250 0.086 -2.006
*
```

***

#c wins, 43.5 kcal/mol ahead of the next structure.

***

#a
Here is a 3-piece molecular cluster, C4H14NO3 overall from OMol25. Energies are from wB97M-V/def2-TZVPD.

Values from the calculation:
E_LUMO in hartree: 0.1354
HOMO-LUMO gap in Eh: 0.2755
HOMO level in eV: -3.8112

Structure (ORCA input):
```
! RIJCOSX wB97M-V def2-TZVPD def2/J DEFGRID3
* xyz -1 1
C 0.750 0.364 -2.068
C 1.549 -0.272 -0.908
C 2.316 0.878 -0.215
N 0.540 -0.926 -0.037
C -0.617 -0.067 0.434
O -0.261 1.083 1.053
H 0.275 1.234 -1.695
H 1.397 0.690 -2.885
H 0.002 -0.356 -2.397
H 2.256 -1.013 -1.285
H 1.633 1.663 0.089
H 2.745 0.446 0.696
H 3.082 1.274 -0.884
H 1.018 -1.158 0.828
H -1.253 0.247 -0.410
H -1.112 -0.857 1.041
H -1.467 -2.808 0.268
H -1.216 -4.277 0.063
O -1.803 -3.674 0.539
H -2.265 2.938 2.044
H -1.373 1.939 1.232
O -2.028 2.804 1.117
*
```

***

#b
Here is a 3-piece molecular cluster, C4H14NO3 overall from OMol25. Energies are from wB97M-V/def2-TZVPD.

Values from the calculation:
E_LUMO in hartree: 0.1350
HOMO-LUMO gap in Eh: 0.2707
HOMO level in eV: -3.6936

Structure (ORCA input):
```
! RIJCOSX wB97M-V def2-TZVPD def2/J DEFGRID3
* xyz -1 1
C -1.905 0.896 -2.318
N -1.063 0.446 -1.102
C 0.381 0.561 -1.396
C -1.388 -1.028 -0.752
C -0.999 -1.176 0.716
O 0.264 -1.829 0.811
H -2.865 0.455 -2.205
H -1.537 0.317 -3.196
H -1.798 1.943 -2.369
H 0.446 1.172 -2.286
H 0.924 -0.338 -1.643
H 0.799 1.044 -0.410
H -2.418 -1.078 -0.996
H -0.757 -1.732 -1.295
H -1.695 -1.805 1.207
H -0.843 -0.137 1.185
H 1.026 2.312 1.864
H 2.029 1.047 1.988
O 1.851 2.052 2.288
H 1.310 -0.937 1.095
H 2.811 -0.504 0.934
O 2.070 -0.273 1.444
*
```

***

#a wins, 31.1 kcal/mol ahead of the next structure.

***

#a
Here is a 3-piece molecular cluster, C4H14NO3 overall from OMol25. Energies are from wB97M-V/def2-TZVPD.

Values from the calculation:
E_LUMO in hartree: 0.1435
HOMO-LUMO gap in Eh: 0.2945
HOMO level in eV: -4.1100

Structure (ORCA input):
```
! RIJCOSX wB97M-V def2-TZVPD def2/J DEFGRID3
* xyz -1 1
C -0.168 2.974 1.178
N -1.117 1.812 1.029
C -0.686 1.160 -0.226
C -1.593 -0.041 -0.614
C -1.162 -1.348 0.115
O 0.128 -1.760 -0.021
H -0.379 3.671 0.386
H 0.839 2.624 1.420
H -0.539 3.434 2.110
H -0.926 1.155 1.783
H 0.323 0.689 -0.236
H -0.773 1.883 -1.040
H -2.697 -0.027 -0.609
H -1.380 -0.123 -1.693
H -1.448 -1.277 1.212
H -1.798 -2.152 -0.286
H 2.798 -0.958 0.300
H 1.209 -0.992 0.515
O 2.115 -0.499 0.785
H 1.756 -1.080 -2.160
H 0.854 -2.015 -1.548
O 1.728 -2.033 -2.058
*
```

***

#b
Here is a 3-piece molecular cluster, C4H14NO3 overall from OMol25. Energies are from wB97M-V/def2-TZVPD.

Values from the calculation:
E_LUMO in hartree: 0.1409
HOMO-LUMO gap in Eh: 0.2851
HOMO level in eV: -3.9228

Structure (ORCA input):
```
! RIJCOSX wB97M-V def2-TZVPD def2/J DEFGRID3
* xyz -1 1
C 0.906 2.356 -0.441
C 0.091 1.560 -1.408
N -0.212 0.173 -0.937
C -1.478 0.126 -0.167
C -1.260 0.513 1.310
O 0.042 0.224 1.727
H 1.447 3.162 -0.941
H 0.416 2.507 0.523
H 1.766 1.731 -0.120
H 0.854 1.371 -2.196
H -0.812 1.955 -1.892
H 0.457 -0.070 -0.185
H -2.268 0.647 -0.708
H -1.752 -0.952 -0.231
H -1.892 0.006 2.053
H -1.404 1.615 1.372
H 0.463 -1.106 1.736
H 0.979 -2.519 0.929
O 0.694 -2.165 1.783
H 0.116 -1.569 -1.849
H 1.246 -2.062 -1.008
O 0.833 -2.246 -1.848
*
```

***

#a wins, 4.8 kcal/mol ahead of the next structure.